111
Properties=species:S:1:pos:R:3:forces:R:3 method="wB97M-V/def2-TZVPD" energy_ev=-125940.1315 e_above_lowest_kj_mol=2.77 lumo_ev="-1.10 / -1.10" homo_ha="-0.274 / -0.274" gap_ev="6.4 / 6.4" fmax_ev_per_a=0.7
Os 0.307043 -0.330097 0.271674 -0.500 -0.136 -0.172
C -3.172119 3.222459 1.025673 -0.081 0.019 0.018
N -1.873970 3.524814 1.612755 -0.012 -0.106 0.000
C -1.439736 4.786069 1.920581 0.030 0.068 0.046
C -0.214840 4.649712 2.482169 -0.055 0.006 -0.001
N 0.093079 3.314212 2.523831 -0.078 -0.020 0.010
B 1.432325 2.784220 3.160283 -0.005 0.043 -0.069
N 1.136566 1.445808 3.886446 0.177 0.043 0.258
C 0.619919 1.350447 5.158611 0.018 -0.004 -0.001
C 0.548181 0.040977 5.488122 -0.105 0.018 0.006
N 1.010193 -0.662383 4.402018 0.125 0.003 0.021
C 1.098646 -2.108336 4.286578 -0.009 -0.083 -0.041
C 1.365131 0.209069 3.446753 -0.170 -0.208 -0.251
S 2.017716 -0.244172 1.900534 -0.089 0.307 0.094
C -0.916581 2.637709 1.969597 0.176 -0.109 -0.196
S -1.121705 0.907257 1.760021 -0.035 0.371 0.395
H -3.298298 3.799382 0.109770 -0.028 0.011 0.092
H -3.956858 3.474117 1.737893 -0.013 -0.033 -0.003
H -3.218584 2.159538 0.796624 -0.023 0.040 0.011
H -2.041875 5.654862 1.729874 -0.023 0.039 -0.010
H 0.458892 5.386122 2.877812 0.024 0.038 0.016
H 1.767386 3.593329 3.990090 -0.034 0.034 -0.031
H 2.248188 2.629286 2.300138 0.081 -0.063 -0.024
H 0.354867 2.226760 5.719365 0.002 0.041 0.038
H 0.194727 -0.453113 6.373540 0.011 -0.014 0.051
H 0.620137 -2.545133 5.159467 0.010 -0.022 -0.029
H 2.141413 -2.416853 4.238869 0.003 -0.012 0.006
H 0.573330 -2.427153 3.386422 0.051 0.020 0.035
O -0.834960 -1.521067 1.461733 0.071 -0.354 0.352
C -1.983651 -2.328706 1.274937 0.203 0.163 0.023
C -2.565409 -2.586806 2.660416 0.031 -0.035 0.064
C -3.439012 -3.565284 3.029684 -0.008 -0.030 -0.066
C -3.816115 -3.487594 4.394259 0.042 0.052 0.059
C -3.206510 -2.452724 5.036025 -0.048 -0.035 -0.017
S -2.186568 -1.569726 3.987790 -0.092 0.132 -0.062
C -3.014055 -1.667736 0.394802 -0.180 0.095 -0.156
C -2.919475 -1.372451 -0.935880 0.013 0.159 0.267
C -4.109295 -0.735324 -1.413663 -0.068 -0.108 0.119
C -5.045126 -0.550303 -0.453098 -0.024 0.011 -0.099
S -4.537217 -1.157899 1.059585 0.141 -0.045 0.005
C -1.586393 -3.675488 0.718574 -0.118 -0.186 -0.034
C -2.292691 -4.506945 -0.090011 0.046 0.031 -0.002
C -1.646437 -5.758396 -0.292085 0.078 0.010 0.033
C -0.467428 -5.847951 0.375794 -0.059 -0.019 -0.038
S -0.124473 -4.417695 1.256641 0.045 0.043 0.036
H -3.806161 -4.311831 2.340095 0.018 -0.013 -0.019
H -4.500955 -4.170971 4.872403 -0.029 -0.024 0.021
H -3.308681 -2.163423 6.067929 -0.001 0.013 0.071
H -1.781931 -0.681773 -2.515782 0.058 0.002 0.044
H -4.238246 -0.464936 -2.451529 -0.007 0.034 -0.038
H -6.023348 -0.112137 -0.563118 -0.046 0.014 -0.003
H -3.214671 -4.213885 -0.568124 -0.044 -0.003 -0.009
H -2.029822 -6.533095 -0.936605 -0.021 -0.049 -0.031
H 0.233238 -6.664905 0.372399 0.051 -0.055 0.008
B -2.109777 -2.846005 -2.949399 0.142 -0.090 -0.014
C -1.810853 -1.580503 -1.904573 -0.048 -0.170 -0.144
N -0.418845 -1.631588 -1.259113 -0.127 -0.406 -0.534
H -1.518173 -3.853927 -2.568610 -0.013 0.041 -0.009
H -3.313561 -3.039902 -2.958909 0.036 -0.034 -0.035
H -1.712528 -2.544862 -4.070603 -0.012 -0.033 0.034
O -1.927200 1.169383 -1.366366 0.144 0.182 0.134
B -0.727544 1.234888 -0.634049 0.503 0.086 -0.002
O -0.263419 2.581819 -0.685141 -0.116 -0.081 0.002
C -1.173847 3.281185 -1.423376 0.079 0.029 -0.085
C -1.175138 4.617635 -1.746766 -0.089 -0.026 -0.031
C -2.253649 5.070859 -2.512629 0.017 -0.013 0.026
C -3.261905 4.207956 -2.926327 -0.003 -0.036 0.019
C -3.243040 2.850084 -2.596158 0.011 0.078 -0.006
C -2.180505 2.421463 -1.837754 0.039 0.036 -0.075
H -0.384519 5.277288 -1.418005 0.025 0.025 0.013
H -2.300969 6.114023 -2.793015 -0.003 0.028 -0.008
H -4.078790 4.593141 -3.520410 -0.019 0.020 -0.018
H -4.022538 2.168870 -2.906987 -0.005 -0.003 -0.005
C 3.369486 1.160870 -3.643260 -0.054 0.004 0.002
C 2.197221 1.362473 -2.667999 -0.004 -0.166 -0.056
C 0.892912 1.388910 -3.473993 -0.014 0.031 -0.037
C 2.445069 2.729356 -2.012356 0.063 0.046 0.069
P 2.142787 0.036027 -1.310323 0.077 0.433 0.187
C 3.825052 0.236968 -0.612325 -0.006 -0.108 -0.141
C 4.906761 -0.584677 -0.923381 -0.026 -0.088 -0.005
C 6.171185 -0.323610 -0.414643 0.015 -0.002 0.008
C 6.378489 0.773082 0.406975 -0.009 0.009 -0.006
C 5.311494 1.599847 0.726149 0.000 -0.046 -0.011
C 4.049201 1.326794 0.226844 -0.047 0.119 0.100
C 1.995457 -1.668355 -2.062295 -0.114 0.005 0.015
C 2.757744 -1.961497 -3.359708 -0.097 -0.014 -0.035
C 0.506290 -1.773595 -2.409040 0.078 -0.016 -0.069
C 2.350727 -2.749529 -1.023996 -0.052 0.101 0.052
H 3.477780 2.084125 -4.217284 0.005 0.009 -0.025
H 3.203073 0.358044 -4.353820 -0.015 -0.029 -0.002
H 4.313439 0.988672 -3.127434 0.030 0.003 0.047
H 0.833834 2.332680 -4.020691 0.015 0.004 -0.022
H -0.004569 1.313149 -2.862638 0.064 -0.018 -0.065
H 0.863105 0.586213 -4.210393 -0.004 -0.014 -0.015
H 2.295393 3.485899 -2.785720 -0.031 0.051 0.007
H 3.476479 2.811101 -1.673595 0.004 0.024 -0.032
H 1.783733 2.951779 -1.181111 -0.012 -0.042 -0.007
H 4.784396 -1.446409 -1.561898 -0.024 0.022 -0.032
H 6.993454 -0.981434 -0.665561 -0.003 0.009 -0.004
H 7.365589 0.979525 0.799295 0.008 -0.001 0.012
H 5.450806 2.449812 1.380247 0.012 0.024 0.013
H 3.223678 1.964117 0.513875 0.014 -0.028 -0.004
H 2.269652 -1.503033 -4.219254 -0.003 0.014 -0.004
H 2.744136 -3.040980 -3.521473 -0.009 -0.021 -0.026
H 3.792736 -1.634364 -3.346325 0.063 -0.003 0.035
H 0.225818 -1.015496 -3.134907 0.013 0.012 -0.016
H -0.405585 -2.545480 -0.798643 -0.089 -0.037 0.069
H 0.298609 -2.738264 -2.875155 0.075 0.001 -0.020
H 3.424991 -2.902742 -0.945418 0.013 0.002 0.011
H 1.892101 -3.686762 -1.346958 0.018 -0.054 -0.002
H 1.986488 -2.544924 -0.012234 -0.017 0.036 -0.046

111
Properties=species:S:1:pos:R:3:forces:R:3 method="wB97M-V/def2-TZVPD" energy_ev=-107235.1201 e_above_lowest_kj_mol=0.00 lumo_ev=0.01 homo_ha=-0.269 gap_ev=7.3 fmax_ev_per_a=0.7
Hf -0.091488 -0.221302 0.541134 -0.223 0.639 -0.181
S 2.423947 -0.388256 1.074060 0.012 -0.024 0.056
C 2.464090 -0.305083 2.820651 0.020 0.037 -0.035
C 3.654135 0.070213 3.443850 -0.027 -0.004 -0.002
C 3.779738 0.076163 4.824808 0.035 0.046 -0.066
C 5.024184 0.482167 5.414622 0.016 -0.056 0.078
N 6.029149 0.798074 5.874810 -0.041 0.024 -0.039
C 2.689748 -0.313989 5.615135 -0.027 -0.039 0.048
C 1.499081 -0.675761 5.003422 0.059 -0.049 -0.023
C 1.358893 -0.663085 3.615560 0.015 -0.128 -0.008
S -0.206104 -1.090580 2.942978 0.095 -0.213 0.127
C 2.777620 -0.327407 7.048395 0.020 0.034 0.009
N 2.825701 -0.327750 8.196860 -0.010 -0.015 -0.028
H 4.497203 0.363261 2.832839 0.006 -0.005 0.005
H 0.655204 -0.963917 5.616913 0.003 0.006 -0.004
C -2.665766 -0.498705 -4.001908 -0.068 -0.018 -0.056
C -2.979855 -1.275772 -2.721626 -0.005 -0.038 0.004
C -3.691567 -2.592550 -3.052104 0.008 -0.039 -0.009
C -3.806499 -0.458805 -1.745789 -0.140 0.067 -0.177
C -4.972680 0.166554 -2.190288 0.087 -0.024 0.010
C -5.744221 0.938110 -1.341863 0.044 0.025 0.061
C -5.373320 1.080516 -0.009538 -0.042 0.011 -0.039
C -4.235875 0.449107 0.470776 -0.049 0.049 0.030
C -3.799376 0.544718 1.909188 -0.074 -0.136 -0.014
C -2.520434 2.936796 1.226117 -0.117 0.203 0.081
C -4.804917 1.161971 2.870018 0.037 0.061 -0.019
C -3.450882 -0.301129 -0.407407 0.106 -0.041 0.100
N -2.270997 -0.944449 0.093153 0.135 -0.373 -0.153
C -2.465648 -2.223328 0.353068 0.042 0.033 -0.061
C -1.436143 -3.109718 0.569369 -0.102 0.007 -0.030
C -1.572745 -4.471444 0.877410 0.026 -0.038 0.010
C -0.295152 -4.967388 0.888759 0.014 -0.018 0.007
C 0.579381 -3.890232 0.581441 0.024 0.010 -0.001
N -0.108365 -2.743220 0.394453 0.065 -0.234 0.022
C 2.080365 -4.098948 0.489486 -0.019 -0.004 -0.021
C 2.731615 -3.746220 1.834346 0.022 -0.019 0.028
C 2.400032 -5.577522 0.213390 -0.026 0.004 -0.012
C 2.670469 -3.302839 -0.670508 0.011 0.039 -0.057
H -2.101400 -1.129506 -4.692277 0.014 0.011 0.027
H -2.074889 0.392480 -3.790241 -0.026 -0.044 0.025
H -3.583276 -0.194352 -4.511486 0.033 -0.029 -0.034
H -2.030252 -1.525207 -2.246246 0.024 0.053 0.045
H -4.593319 -2.416944 -3.644701 -0.005 0.042 0.034
H -3.988769 -3.127155 -2.147603 0.042 -0.002 -0.015
H -3.033840 -3.243601 -3.631320 -0.015 0.005 0.001
H -5.271634 0.046110 -3.225058 -0.019 0.023 0.036
H -6.638109 1.424773 -1.711516 -0.006 -0.013 0.018
H -5.986371 1.673466 0.655752 -0.014 0.000 0.011
H -3.557290 -0.463029 2.259281 -0.010 0.012 0.026
H -3.031889 2.793006 0.275466 -0.007 0.017 0.093
H -1.552355 3.404018 1.036401 -0.048 -0.032 0.037
H -3.101546 3.579848 1.886210 -0.005 -0.033 0.052
H -4.978947 2.217761 2.656036 0.003 -0.002 -0.011
H -4.433832 1.083179 3.891009 -0.003 0.007 -0.010
H -5.764874 0.646142 2.806889 0.024 -0.026 0.002
H -3.481869 -2.617164 0.372354 -0.031 0.049 -0.003
H -2.504054 -4.992762 1.043036 0.035 0.006 -0.002
H -0.000245 -5.987209 1.064263 0.002 -0.006 0.005
H 2.318431 -4.378765 2.623147 0.003 0.001 -0.007
H 2.565918 -2.709315 2.104643 -0.015 -0.046 -0.006
H 3.809970 -3.924360 1.783005 -0.014 0.019 0.002
H 2.146380 -6.218261 1.058292 -0.009 0.006 0.000
H 3.473896 -5.676567 0.040401 -0.007 -0.002 0.008
H 1.877675 -5.945419 -0.671936 -0.005 0.009 0.003
H 2.412213 -2.251822 -0.611395 0.029 -0.082 0.001
H 2.290728 -3.700143 -1.616512 -0.009 -0.005 0.010
H 3.760435 -3.396040 -0.672837 -0.015 0.003 0.008
C 0.138471 2.054670 4.083926 -0.081 0.147 -0.071
N 0.714175 2.498284 2.816562 -0.062 0.112 0.082
C 1.463779 3.659607 2.826541 0.037 -0.060 0.013
C 1.896821 3.846676 1.567236 0.030 -0.027 0.006
N 1.406221 2.807772 0.812322 -0.128 0.113 -0.056
B 1.660265 2.688295 -0.692058 0.093 -0.026 -0.078
N 0.575708 3.482515 -1.469070 -0.048 0.056 0.061
C 0.659385 4.767532 -1.963792 0.010 -0.006 0.004
C -0.547851 5.105523 -2.463826 -0.017 -0.008 0.006
N -1.380415 4.019564 -2.256899 -0.033 0.039 -0.026
C -2.767109 3.935010 -2.677558 0.046 0.002 0.012
C -0.672826 3.034740 -1.651303 0.039 -0.098 -0.077
S -1.330739 1.502622 -1.281068 0.218 -0.003 -0.165
C 0.661443 1.960748 1.562553 0.199 -0.141 0.090
S -2.177791 1.357066 2.010990 0.048 0.199 0.104
H 0.932834 2.012012 4.828198 -0.018 0.018 -0.011
H -0.312775 1.079297 3.977483 -0.070 0.080 -0.010
H -0.621365 2.768796 4.401240 -0.008 0.005 0.014
H 1.633013 4.211822 3.734968 -0.001 -0.005 -0.035
H 2.528463 4.608440 1.143628 -0.026 -0.011 0.017
H 1.542086 1.535511 -0.994712 0.013 -0.033 -0.013
H 2.746587 3.148059 -0.979289 -0.012 -0.025 -0.009
H 1.577015 5.327415 -1.916581 -0.023 -0.014 0.002
H -0.895239 6.004370 -2.941937 0.007 -0.019 0.014
H -3.281012 4.855789 -2.408003 -0.010 0.007 -0.016
H -3.233318 3.091872 -2.173433 -0.016 -0.014 0.010
H -2.830770 3.778757 -3.753978 -0.009 -0.002 -0.013
O 0.696563 0.082014 -3.523141 0.043 0.017 -0.019
C 1.321459 -0.267323 -2.434023 -0.106 -0.153 -0.136
O 0.717598 -0.784311 -1.496688 0.064 0.097 0.170
C 2.822615 -0.045396 -2.486425 -0.016 0.041 0.081
N 3.069024 1.062503 -3.418866 0.002 -0.045 -0.030
C 4.259253 0.738202 -4.213553 0.023 0.026 0.018
C 4.070782 -0.749044 -4.463166 0.000 0.000 -0.018
C 3.565185 -1.257390 -3.109582 -0.005 -0.049 0.034
H 3.168630 0.150125 -1.472971 0.013 -0.008 0.033
H 3.128540 1.944158 -2.922245 0.003 0.016 -0.013
H 1.396387 0.585115 -4.027911 -0.057 0.042 0.020
H 5.185191 0.920143 -3.656023 0.006 -0.005 0.003
H 4.282316 1.335658 -5.124040 -0.006 -0.005 -0.004
H 4.983986 -1.249930 -4.780111 -0.002 0.015 0.010
H 3.318362 -0.898827 -5.240428 -0.005 -0.001 0.005
H 4.397761 -1.518911 -2.458078 -0.003 -0.013 -0.007
H 2.935877 -2.140965 -3.193935 -0.011 0.020 -0.001